[1]
{
  "formula": "C21H29N4OPReSSeSi",
  "method": "ωB97M-V with the def2-TZVPD basis set",
  "relative_energy_ev": 1.084,
  "total_energy_ev": -125720.393,
  "lumo_energy_ev": [-7.57, -7.29],
  "charge": 2,
  "s_squared": 0.77,
  "spin_multiplicity": 2,
  "orbital_gap_ha": [0.251, 0.267],
  "elements": ["Re", "C", "Si", "C", "C", "Se", "H", "H", "H", "H", "H", "H", "H", "H", "H", "C", "C", "C", "N", "N", "C", "N", "S", "H", "H", "H", "H", "H", "H", "H", "O", "C", "N", "C", "P", "C", "C", "C", "C", "C", "C", "C", "C", "C", "C", "C", "C", "H", "H", "H", "H", "H", "H", "H", "H", "H", "H", "H", "H", "H"],
  "coordinates": [[-1.617033, -0.805072, 0.238146], [-1.766627, 4.451131, 1.493494], [-2.299371, 3.052858, 2.566258], [-4.058920, 3.063008, 3.101012], [-1.055953, 2.429045, 3.766248], [-2.479491, 1.143274, 0.928588], [-1.875637, 5.372096, 2.075752], [-2.389935, 4.554789, 0.604937], [-0.720860, 4.361149, 1.197847], [-4.185050, 3.899633, 3.796700], [-4.340459, 2.149246, 3.624091], [-4.742687, 3.223545, 2.267081], [-0.897074, 3.202145, 4.525264], [-0.100785, 2.239354, 3.275711], [-1.394059, 1.523968, 4.270593], [-1.339371, -3.093480, -4.464941], [-1.835749, -3.810738, -3.205301], [-1.018261, -3.462626, -2.005995], [-1.121739, -2.377624, -1.318658], [-0.258243, -2.304548, -0.270086], [0.498474, -3.358729, -0.100518], [1.359895, -3.526475, 0.898061], [0.232385, -4.495785, -1.385230], [-1.952443, -3.385910, -5.314697], [-0.305360, -3.357363, -4.686994], [-1.411903, -2.012560, -4.349792], [-1.812384, -4.890972, -3.350504], [-2.869580, -3.536688, -2.989525], [1.367208, -2.876029, 1.666656], [1.890606, -4.375993, 0.993468], [-3.194702, -4.434509, 1.751379], [-2.863874, -3.363731, 1.455672], [-2.510751, -2.246433, 1.156766], [-0.167638, 1.816331, -1.805006], [0.320334, 0.546960, -0.601764], [1.178543, 1.389786, 0.745414], [1.338140, 0.728564, 1.963677], [2.077595, 1.304106, 2.983965], [2.644961, 2.560011, 2.801546], [2.470936, 3.233733, 1.601529], [1.747247, 2.649033, 0.569669], [1.583274, -0.420293, -1.468729], [1.294633, -0.903999, -2.747119], [2.229922, -1.661973, -3.432545], [3.456334, -1.951107, -2.845491], [3.747836, -1.471869, -1.577571], [2.816080, -0.706120, -0.888166], [0.712888, 2.282122, -2.246147], [-0.792573, 2.566037, -1.321503], [-0.748376, 1.349243, -2.599802], [0.857023, -0.230901, 2.120690], [2.203117, 0.782920, 3.923851], [3.221359, 3.013005, 3.597001], [2.910076, 4.212129, 1.459468], [1.642818, 3.180623, -0.367170], [0.345695, -0.679734, -3.219792], [2.011486, -2.011401, -4.433164], [4.189743, -2.534011, -3.386536], [4.710418, -1.675949, -1.127816], [3.067865, -0.317222, 0.090027]],
  "forces_ev_per_a": [[0.22, -0.22, -0.48], [0.00, 0.00, -0.03], [0.03, 0.01, -0.01], [-0.03, 0.01, -0.02], [-0.02, 0.05, -0.01], [-0.26, 0.22, 0.17], [0.03, 0.01, -0.01], [-0.01, 0.00, 0.01], [0.00, -0.01, 0.00], [-0.01, -0.01, 0.01], [0.01, 0.00, 0.00], [0.00, 0.01, 0.00], [-0.02, 0.01, 0.01], [-0.17, 0.08, 0.08], [0.00, -0.01, 0.00], [0.00, -0.02, 0.01], [0.01, 0.02, -0.02], [-0.17, 0.10, -0.15], [0.11, 0.17, 0.34], [0.08, -0.21, 0.22], [0.10, -0.01, -0.16], [-0.05, -0.03, -0.02], [0.05, -0.07, 0.05], [0.00, 0.00, 0.00], [0.00, 0.01, -0.01], [0.00, 0.01, -0.01], [0.00, 0.00, 0.02], [0.01, 0.01, 0.01], [0.03, 0.03, -0.01], [0.00, 0.00, 0.01], [-0.05, 0.03, 0.04], [0.14, -0.07, -0.06], [-0.22, 0.00, 0.11], [0.00, -0.01, -0.01], [-0.02, -0.01, -0.01], [-0.02, -0.04, 0.05], [0.06, -0.07, -0.06], [0.16, -0.02, -0.05], [0.02, -0.05, 0.02], [-0.02, 0.02, -0.03], [0.04, 0.02, 0.00], [-0.02, 0.00, -0.02], [0.02, 0.00, 0.00], [-0.02, 0.01, 0.00], [0.01, -0.01, 0.00], [0.00, 0.00, 0.01], [0.00, 0.01, 0.01], [0.00, 0.00, 0.00], [0.01, 0.00, 0.02], [-0.01, 0.01, 0.00], [0.01, -0.01, 0.00], [0.00, 0.00, 0.00], [0.00, 0.00, 0.00], [0.00, 0.00, 0.00], [0.00, 0.00, -0.01], [0.00, 0.01, -0.01], [0.00, 0.00, 0.00], [0.00, 0.00, 0.00], [0.00, 0.00, 0.00], [-0.01, 0.01, 0.02]]
}

[2]
{
  "formula": "C26H26BrFeN3O6Si",
  "method": "ωB97M-V with the def2-TZVPD basis set",
  "relative_energy_ev": 0.190,
  "total_energy_ev": -156449.257,
  "lumo_energy_ev": [1.93, 1.94],
  "charge": -1,
  "s_squared": 0.77,
  "spin_multiplicity": 2,
  "orbital_gap_ha": [0.181, 0.184],
  "elements": ["Fe", "O", "C", "C", "C", "C", "C", "C", "C", "O", "N", "N", "C", "C", "Br", "C", "C", "C", "C", "C", "C", "C", "H", "H", "H", "H", "H", "H", "H", "H", "H", "H", "H", "H", "H", "H", "O", "C", "O", "C", "C", "C", "C", "C", "N", "C", "O", "O", "H", "H", "H", "C", "Si", "C", "C", "H", "H", "H", "H", "H", "H", "H", "H", "H"],
  "coordinates": [[0.304878, -1.060648, -0.064149], [-4.287474, 0.701431, -2.414064], [-4.388818, -0.658549, -2.496836], [-5.472319, -1.191072, -3.183651], [-5.603023, -2.567082, -3.298296], [-4.663121, -3.413483, -2.726146], [-3.580489, -2.872076, -2.045705], [-3.428703, -1.499600, -1.926694], [-2.191107, -0.928358, -1.250838], [-1.360973, -1.841585, -0.738651], [-2.685725, 0.058591, -0.227290], [-1.629578, 0.479137, 0.541380], [-1.902622, 1.022134, 1.657816], [-0.876381, 1.432383, 2.615928], [0.824566, 0.725772, 2.254812], [-1.210628, 2.176755, 3.677304], [-0.453793, 2.700229, 4.820220], [0.937227, 2.810686, 4.885242], [1.550352, 3.322740, 6.018631], [0.797744, 3.738842, 7.106903], [-0.586201, 3.649947, 7.051052], [-1.199028, 3.142375, 5.918978], [-3.664709, 0.905300, -1.689842], [-6.197384, -0.515086, -3.618188], [-6.448205, -2.977931, -3.837292], [-4.768985, -4.486911, -2.815161], [-2.810364, -3.487980, -1.598427], [-1.711395, -0.265623, -1.997993], [-3.410073, -0.370498, 0.347178], [-2.937774, 1.189113, 1.967630], [-2.269730, 2.421992, 3.716449], [1.545174, 2.510255, 4.046999], [2.629792, 3.398100, 6.046305], [1.284795, 4.135741, 7.988437], [-1.189158, 3.977610, 7.888371], [-2.280089, 3.076883, 5.878633], [2.938976, -3.581303, 1.460290], [2.261810, -2.685166, 0.961096], [0.989039, -2.629916, 0.861100], [2.934698, -1.460962, 0.391208], [4.268056, -1.198636, 0.532807], [4.806163, -0.001833, 0.032985], [3.953730, 0.860746, -0.618754], [2.607528, 0.534410, -0.763926], [2.070553, -0.597107, -0.232973], [1.737779, 1.386468, -1.581960], [1.991929, 2.523939, -1.915645], [0.593099, 0.766060, -1.967711], [4.865834, -1.940686, 1.044787], [5.855857, 0.231495, 0.147608], [4.294310, 1.792004, -1.051059], [1.735809, 0.929979, -4.606726], [0.194950, 0.586681, -3.612914], [-0.346638, -1.175180, -3.888270], [-1.141155, 1.820050, -4.020328], [1.518771, 0.767779, -5.665758], [2.542171, 0.248404, -4.324988], [2.087345, 1.951825, -4.472123], [0.161898, -1.588402, -4.762217], [-1.422638, -1.257146, -4.050044], [-0.103369, -1.793415, -3.019671], [-1.192413, 1.976824, -5.101080], [-0.914283, 2.778876, -3.550512], [-2.125989, 1.492377, -3.682869]],
  "forces_ev_per_a": [[-0.27, -0.12, -0.73], [-0.01, 0.00, -0.01], [0.00, 0.02, 0.01], [0.02, -0.01, -0.01], [0.00, 0.00, 0.00], [0.00, 0.00, 0.01], [0.01, 0.01, 0.00], [0.01, 0.01, -0.01], [-0.13, 0.08, -0.02], [-0.03, -0.11, 0.16], [-0.10, 0.03, -0.07], [0.05, 0.13, 0.13], [-0.01, -0.03, -0.01], [-0.10, 0.05, 0.04], [0.11, 0.15, 0.19], [0.02, -0.01, -0.04], [-0.02, -0.03, -0.03], [0.02, 0.02, -0.01], [-0.01, 0.00, 0.00], [0.00, 0.00, 0.00], [0.00, 0.00, -0.01], [0.00, -0.01, 0.01], [-0.01, -0.02, 0.03], [-0.01, 0.01, 0.00], [-0.01, 0.00, 0.00], [0.00, -0.01, 0.00], [0.00, -0.01, 0.00], [0.02, 0.03, 0.07], [0.04, -0.05, 0.01], [0.00, -0.03, 0.01], [0.00, 0.01, -0.01], [-0.01, 0.00, 0.00], [0.01, 0.00, 0.00], [0.00, 0.00, 0.00], [0.00, 0.00, 0.00], [0.00, 0.00, 0.00], [0.01, 0.03, 0.00], [0.01, -0.05, 0.08], [-0.06, -0.12, 0.04], [0.08, 0.05, 0.01], [0.07, 0.05, -0.05], [-0.01, 0.00, 0.02], [0.10, 0.02, -0.05], [0.00, 0.06, -0.15], [0.21, -0.14, 0.30], [-0.03, 0.28, 0.28], [0.05, -0.13, -0.10], [-0.04, -0.24, -0.02], [0.00, 0.00, 0.01], [0.01, 0.00, 0.00], [0.00, 0.00, 0.00], [0.00, 0.00, -0.01], [-0.06, 0.13, -0.03], [0.04, -0.02, 0.01], [0.02, 0.02, -0.01], [0.00, -0.01, -0.01], [0.01, 0.00, 0.01], [0.01, 0.02, 0.00], [0.01, -0.02, 0.00], [-0.01, 0.00, -0.02], [-0.01, -0.01, -0.01], [-0.02, -0.01, -0.01], [0.02, 0.01, -0.01], [0.00, 0.00, 0.01]]
}

[3]
{
  "formula": "C10H13ClN2O3Tc",
  "method": "ωB97M-V with the def2-TZVPD basis set",
  "relative_energy_ev": 0.237,
  "total_energy_ev": -34406.635,
  "lumo_energy_ev": [-8.95, -11.50],
  "charge": 2,
  "s_squared": 3.78,
  "spin_multiplicity": 4,
  "orbital_gap_ha": [0.244, 0.186],
  "elements": ["Cl", "C", "C", "C", "H", "C", "C", "H", "H", "H", "C", "Tc", "C", "C", "O", "O", "H", "H", "H", "C", "N", "C", "N", "O", "H", "H", "H", "H", "H", "H"],
  "coordinates": [[-2.579290, 0.579260, -0.632950], [0.099895, -2.556216, -1.426162], [1.385791, -1.905582, -1.242271], [1.327446, -0.611372, -1.805586], [2.264221, -2.371878, -0.794142], [0.032491, -0.425422, -2.390405], [-0.741917, -1.649005, -2.198259], [-1.662324, -1.881226, -2.727363], [-0.111151, -3.618944, -1.251773], [2.133337, 0.127205, -1.832621], [-0.446950, 0.761657, -3.116704], [-0.843935, -1.003067, -0.196850], [-0.166442, -2.019144, 1.275295], [-2.518834, -1.811969, 0.294090], [0.202756, -2.650016, 2.187835], [-3.534565, -2.218941, 0.685496], [0.021437, 1.652165, -2.693377], [-1.530718, 0.861087, -3.045953], [-0.171732, 0.755839, -4.177480], [1.926752, 2.797283, 1.839158], [0.820664, 2.161361, 2.540613], [0.039114, 1.186970, 2.036497], [-0.905928, 0.703202, 2.888141], [0.210527, 0.757125, 0.861344], [2.091023, 2.304425, 0.876333], [2.828906, 2.719992, 2.459410], [1.698919, 3.860076, 1.685033], [0.645885, 2.416120, 3.502173], [-1.539399, -0.027922, 2.585880], [-0.975969, 1.106927, 3.814598]],
  "forces_ev_per_a": [[0.47, -0.45, 0.27], [-1.03, -0.09, -0.70], [0.53, 1.05, -0.66], [0.28, -1.23, 0.99], [-0.32, 0.21, 0.05], [-1.32, -1.16, -0.38], [1.86, -0.33, -1.43], [0.08, -0.01, 0.27], [0.16, 0.54, -0.09], [-0.34, -0.31, 0.15], [0.04, 0.69, 0.08], [0.64, 4.54, 0.32], [2.29, -3.84, 5.34], [-5.81, -2.64, 2.01], [-1.48, 2.73, -3.92], [4.08, 1.46, -1.63], [-0.11, 0.08, -0.06], [0.15, -0.04, -0.18], [0.06, -0.31, 0.08], [0.26, 0.35, 0.08], [-0.63, -0.94, -0.55], [0.25, 0.84, 1.64], [0.36, -0.09, -0.66], [-0.22, -1.21, -1.00], [-0.08, 0.14, 0.31], [-0.20, -0.01, -0.27], [0.10, -0.31, -0.08], [0.13, 0.18, -0.13], [0.12, 0.55, 0.38], [-0.31, -0.38, -0.22]]
}

[4]
{
  "formula": "C2H12BrMnO5",
  "method": "ωB97M-V with the def2-TZVPD basis set",
  "relative_energy_ev": 1.050,
  "total_energy_ev": -113864.844,
  "lumo_energy_ev": [-3.52, -3.55],
  "charge": 1,
  "s_squared": 8.75,
  "spin_multiplicity": 6,
  "orbital_gap_ha": [0.294, 0.296],
  "elements": ["Mn", "Br", "O", "H", "H", "O", "H", "H", "O", "H", "H", "C", "C", "O", "O", "H", "H", "H", "H", "H", "H"],
  "coordinates": [[0.045108, -0.409208, -0.859700], [-0.456244, -2.583352, -2.097909], [0.818527, 0.713160, -2.421429], [1.685532, 0.861143, -2.799114], [0.221741, 1.194295, -2.994660], [-2.001022, 0.203257, -1.123504], [-2.813680, -0.224471, -1.393461], [-2.081591, 1.099443, -1.449995], [1.989660, -1.069946, -0.353055], [2.560103, -1.626797, -0.882912], [2.536811, -0.798026, 0.383770], [-0.314316, 1.148506, 1.577676], [-0.397471, -0.309014, 2.047849], [-0.739827, -1.212501, 1.065789], [0.424936, 1.215381, 0.339303], [0.125285, 1.722606, 2.393305], [-1.297930, 1.457214, 1.223713], [-1.128022, -0.389397, 2.852792], [0.581043, -0.607061, 2.424399], [-1.059115, -1.962560, 1.572794], [1.300471, 1.577327, 0.494349]],
  "forces_ev_per_a": [[-0.88, -2.77, -1.04], [0.16, 0.40, 0.19], [0.18, 0.79, -0.55], [0.45, -0.17, -0.05], [-0.30, 0.08, -0.36], [-0.05, 0.90, 0.10], [-0.16, -0.69, -0.13], [-0.23, 0.47, -0.07], [0.75, 0.20, 0.33], [-0.07, -0.55, -0.45], [0.17, 0.09, 0.37], [-1.04, -1.30, -0.40], [0.85, 1.26, 1.59], [-0.62, -0.26, -0.71], [0.68, 0.87, 0.98], [-0.20, 0.35, -0.35], [-0.12, 0.38, 0.81], [0.12, 0.40, 0.29], [0.24, 0.15, 0.43], [-0.13, -0.72, -0.84], [0.19, 0.12, -0.14]]
}

[5]
{
  "formula": "C4H5Li2NaO2",
  "method": "ωB97M-V with the def2-TZVPD basis set",
  "relative_energy_ev": 2.007,
  "total_energy_ev": -13146.011,
  "lumo_energy_ev": [-0.64, -0.64],
  "charge": 0,
  "orbital_gap_ha": [0.129, 0.129],
  "elements": ["O", "C", "C", "Li", "Na", "H", "H", "C", "C", "O", "H", "H", "H", "Li"],
  "coordinates": [[-0.730959, 1.179330, -1.466532], [0.286765, 0.327292, -1.035488], [-0.174863, -1.076360, -0.712781], [-1.004538, 2.335142, -0.165393], [-1.509169, -0.399321, -2.808310], [-1.133049, -1.619251, -0.599653], [1.239654, 0.403505, -1.604664], [0.500693, -0.759003, 0.927079], [1.039881, 0.599852, 0.518556], [-0.464017, -0.710528, 1.884831], [1.313569, -1.499307, 1.083616], [2.084321, 0.948524, 0.473839], [0.626717, 1.363871, 1.198960], [-2.075006, -1.093745, 2.305938]],
  "forces_ev_per_a": [[-0.15, 1.28, -0.58], [0.19, 0.53, 2.00], [2.53, -0.02, 2.83], [0.53, -0.89, -0.24], [0.52, -0.08, 0.62], [-0.28, 1.10, -0.20], [-0.78, -0.14, -0.67], [-0.46, -2.08, -2.16], [-1.61, 1.07, -1.75], [-0.52, -0.16, 0.40], [-0.41, 0.19, 0.42], [0.06, -1.03, -0.20], [-0.67, 0.06, -0.05], [1.04, 0.18, -0.40]]
}